Entry 1:
C20H80O20 | ωB97M-V/def2-TZVPD

Element x y z (Å)
C: 10.443846 9.832676 8.875242
O: 9.945510 8.661919 9.566868
H: 11.504684 10.016955 9.164578
H: 10.290660 9.702719 7.798224
H: 9.856024 10.710790 9.187768
H: 10.756520 8.177944 9.892016
C: 15.725447 13.188192 11.403412
O: 15.488168 12.185161 10.463459
H: 16.800156 13.466988 11.514185
H: 15.218349 14.127732 11.146966
H: 15.336613 12.831676 12.349286
H: 14.693287 12.475067 10.024297
C: 16.040114 9.466056 12.552724
O: 15.075558 9.679972 11.582436
H: 16.441577 10.384599 13.070935
H: 15.463323 8.862421 13.251291
H: 16.902588 8.910697 12.065143
H: 15.182545 10.521412 11.088946
C: 12.447446 18.087215 10.141153
O: 11.378303 18.494568 10.959467
H: 12.214830 18.669838 9.273265
H: 13.467950 18.357033 10.433116
H: 12.348883 17.008331 9.891755
H: 11.091662 17.808791 11.546201
C: 16.506248 13.945241 14.675987
O: 16.039860 15.120864 13.909223
H: 15.673276 13.236422 14.708013
H: 17.285589 13.340541 14.155404
H: 16.743082 14.244416 15.696869
H: 16.800886 15.566139 13.481985
C: 11.035707 7.256573 15.856811
O: 12.360661 7.643975 15.702312
H: 10.390951 7.666813 15.050613
H: 10.960728 6.141358 15.800681
H: 10.575823 7.591604 16.769865
H: 12.397067 8.614817 15.640188
C: 14.417988 18.134747 13.462464
O: 14.711499 17.990730 14.825298
H: 13.817170 17.226019 13.199721
H: 13.804132 18.977087 13.301756
H: 15.313933 18.168708 12.806249
H: 15.292630 17.210352 14.875876
C: 12.580260 15.310133 14.690276
O: 13.046029 14.879654 13.363768
H: 11.510300 15.494705 14.660681
H: 12.835398 14.574412 15.435918
H: 13.075043 16.253633 15.018832
H: 14.006685 15.001504 13.390072
C: 12.500462 12.105554 11.562112
O: 12.576295 13.440402 10.992063
H: 12.846941 12.068687 12.639655
H: 11.470611 11.766914 11.607104
H: 13.054687 11.361121 10.983386
H: 12.442959 14.036703 11.713486
C: 13.683604 11.944498 16.439001
O: 13.090563 12.143880 15.180547
H: 12.932565 11.980581 17.282312
H: 14.207257 11.008556 16.515986
H: 14.393393 12.757723 16.635795
H: 12.790638 11.264582 14.807863
C: 12.325570 9.178791 12.980679
O: 11.949847 9.965953 14.125619
H: 12.954666 9.736348 12.318369
H: 12.936943 8.389268 13.336882
H: 11.407246 8.792062 12.474453
H: 11.156959 10.513205 13.958305
C: 15.923287 16.637058 9.812513
O: 15.110172 16.597261 8.620388
H: 15.249374 16.979108 10.604993
H: 16.354312 15.654859 9.960528
H: 16.671198 17.407924 9.706588
H: 15.499252 17.062167 7.859460
C: 9.853772 15.252495 10.221316
O: 10.481168 14.331428 9.264353
H: 8.890589 14.866538 10.523857
H: 10.399701 15.337077 11.162744
H: 9.805593 16.249206 9.799252
H: 10.988244 13.765878 9.839633
C: 12.461403 15.857892 6.289943
O: 12.881725 14.949139 7.277544
H: 13.353867 16.078828 5.625412
H: 11.652928 15.487753 5.667068
H: 12.181736 16.772480 6.797021
H: 13.306851 15.477753 7.952170
C: 9.804944 12.715444 13.666917
O: 9.786419 11.288674 13.656589
H: 10.024123 13.055721 12.647797
H: 8.863968 13.153424 13.959121
H: 10.536475 12.979704 14.415756
H: 9.126000 10.947113 13.015597
C: 13.247088 7.556966 9.223608
O: 12.311399 7.463728 10.276673
H: 14.108072 8.207060 9.487559
H: 13.649602 6.536974 8.941453
H: 12.824930 8.060732 8.334323
H: 12.776020 7.516045 11.123503
C: 6.974836 11.811126 11.426008
O: 7.884097 10.771863 11.735793
H: 5.913760 11.557374 11.658847
H: 7.293167 12.650116 12.033531
H: 6.856403 12.136946 10.414888
H: 7.542938 10.076481 11.103369
C: 13.789791 11.949120 7.120422
O: 13.621909 12.435451 8.427828
H: 12.820323 11.895646 6.565915
H: 14.503637 12.636983 6.553358
H: 14.152729 10.936725 7.135401
H: 13.015850 13.144766 8.516695
C: 8.593467 16.911793 13.502949
O: 10.063832 17.126605 13.485645
H: 8.084181 17.479967 12.686850
H: 8.509332 15.845106 13.448220
H: 8.192683 17.172101 14.499833
H: 10.200025 18.100793 13.596853
C: 6.641305 7.692489 10.609218
O: 7.287210 8.793947 9.915449
H: 5.708256 8.016723 11.054272
H: 6.378077 6.884829 9.912757
H: 7.310390 7.233209 11.349999
H: 8.209740 8.534621 9.714964

Forces on atoms 1 to 6 (eV/Å):
C -0.2 0.0 0.7
O 1.4 0.1 0.0
H -0.7 -0.1 -0.5
H 0.4 0.0 0.1
H 0.2 -0.3 0.0
H -1.0 0.3 -0.2

- calculated total energy (hartree) = -2314.45228
- molar mass (g/mol) = 640.8
- HOMO-LUMO gap (eV) = 9.95
- LUMO energy (Eh) = 0.009
- E_HOMO (Eh) = -0.3565
- relative energy (zero: lowest compared OMol25 entry of this formula, charge and spin) (kcal/mol) = 155.1

=====

Entry 2:
C21H12B3F9O3 | ωB97M-V/def2-TZVPD

Element x y z (Å)
F: -6.667053 -0.852023 2.093118
F: -4.869734 0.027241 3.050210
F: -4.764788 -1.982975 2.252234
F: -0.625749 -1.886504 5.747810
F: 0.135303 -3.987423 5.233815
F: -1.395977 -3.049408 4.018918
F: 5.645667 3.285968 -3.970473
F: 6.314186 1.353695 -3.371228
F: 5.427731 2.716996 -1.765299
O: -0.752216 -0.108332 0.519680
O: -0.507820 0.889646 -1.649003
O: 1.443981 0.011426 -0.440288
B: -1.330364 0.460283 -0.609234
B: 0.624428 -0.304400 0.629462
B: 0.822658 0.574351 -1.546568
C: -5.026617 0.580353 -1.560223
C: 2.919579 -1.398571 3.476369
C: 2.172054 1.757765 -4.938771
C: -3.674491 0.890288 -1.622497
C: 2.541936 -0.924500 2.238702
C: 1.344928 1.210065 -3.952917
C: -5.565469 0.099839 -0.396103
C: 2.010250 -1.921830 4.355305
C: 3.495247 1.989958 -4.651711
C: -3.424010 0.024456 0.589337
C: 0.280338 -1.652390 2.681027
C: 3.157304 1.321669 -2.362801
C: -2.885220 0.688692 -0.459017
C: 1.209653 -1.011153 1.881742
C: 1.818723 0.965111 -2.649817
C: -4.767763 -0.110298 0.721332
C: 0.715026 -2.142090 3.904729
C: 3.997942 1.826238 -3.355715
C: -5.258368 -0.736723 2.055688
C: -0.332127 -2.827117 4.796663
C: 5.411919 2.272387 -3.073779
H: -5.580894 0.607108 -2.482674
H: 3.988977 -1.348073 3.696660
H: 1.763252 1.936949 -5.912897
H: -3.223873 1.072607 -2.600439
H: 3.319107 -0.736296 1.557496
H: 0.308430 1.030842 -4.133211
H: -6.588783 -0.102176 -0.252623
H: 2.272190 -2.325992 5.252638
H: 4.098226 2.395397 -5.432400
H: -2.630640 -0.297077 1.291739
H: -0.759034 -1.596085 2.478683
H: 3.391951 1.312109 -1.333673

Forces on atoms 1 to 6 (eV/Å):
F 2.1 0.2 0.0
F -0.1 0.1 0.8
F -0.3 0.7 0.0
F -0.5 -1.8 0.3
F -0.6 0.0 1.2
F -0.9 -0.5 1.0

- calculated total energy (hartree) = -2006.86709
- molar mass (g/mol) = 515.7
- HOMO-LUMO gap (eV) = 9.95
- LUMO energy (Eh) = 0.002
- E_HOMO (Eh) = -0.3640
- relative energy (zero: lowest compared OMol25 entry of this formula, charge and spin) (kcal/mol) = 32.9

=====

Question: Which of these has the highest calculated total energy?
Answer: C21H12B3F9O3

=====

Question: Number 2 is which compound?
Answer: C21H12B3F9O3

=====

Question: Among the records above, which one has the lowest E_HOMO?
Answer: C21H12B3F9O3

=====

Question: relative energy (zero: lowest compared OMol25 entry of this formula, charge and spin) of number 1 (C20H80O20)?
Answer: 155.1 kcal/mol